Entry 1:
Here is 3 unconnected molecules or ions with the total composition C5H16O2 in a non-equilibrium geometry from the OMol25 dataset. Energies are from ωB97M-V with the def2-TZVPD basis set.

The geometry in XYZ format:
```
23
Properties=species:S:1:pos:R:3:forces:R:3
C 1.7935 -2.0864 -0.8718 -0.791 0.547 -0.200
C 0.3328 -1.5678 -0.7466 1.039 -0.207 0.067
C 0.2803 -0.1771 -0.1104 -0.425 0.799 -0.666
C -0.4740 -0.0879 1.2054 0.406 1.384 0.595
C -0.1425 1.2389 1.9349 0.726 -0.343 0.110
H 1.8070 -2.9730 -1.5053 0.187 -0.214 0.312
H 2.1795 -2.2689 0.1347 0.184 -0.186 -0.251
H 2.4147 -1.3366 -1.3636 0.088 0.019 0.063
H -0.1576 -2.3005 -0.0979 -0.415 0.206 -0.250
H -0.1259 -1.5682 -1.7360 -0.150 -0.102 0.111
H 1.2633 0.3112 -0.1107 0.251 -0.552 0.667
H -0.2318 0.5706 -0.7419 -0.157 -0.545 -0.247
H -1.5357 -0.0088 0.9900 -0.189 -0.675 -0.014
H -0.2659 -0.9012 1.8913 -0.141 -0.401 -0.095
H 0.6629 1.1201 2.6762 -0.298 -0.141 -0.087
H 0.2759 1.9482 1.2239 -0.317 0.311 -0.121
H -1.0071 1.6645 2.4372 -0.005 0.096 0.008
O 2.6719 4.3431 -5.1855 0.307 0.219 0.694
H 2.2911 5.0023 -4.5922 -0.346 0.057 -0.307
H 3.4503 4.1019 -4.6649 0.039 -0.277 -0.387
O -4.8953 -1.5501 2.8221 0.087 0.045 -0.043
H -5.7364 -1.9711 2.6307 -0.076 -0.038 -0.011
H -4.8509 -1.5032 3.7805 -0.004 -0.002 0.051
```
Positions in Å, forces in eV/Å.

HOMO: -10.69 eV
SMILES: CCCCC.O.O
orbital gap: 11.60 eV
energy: -9539.033 eV
relative energy (zero: lowest compared OMol25 entry of this formula, charge and spin): 0.797 eV
LUMO energy: 0.9096 eV

=====

Entry 2:
Here is 4 unconnected molecules or ions with the total composition C5H16O3 in a non-equilibrium geometry from the OMol25 dataset. Energies are from ωB97M-V with the def2-TZVPD basis set.

The geometry in XYZ format:
```
24
Properties=species:S:1:pos:R:3:forces:R:3
C -2.8311 -1.1292 -0.6859 0.643 0.485 0.952
C -1.6624 -1.5520 -1.1904 -0.021 0.700 3.229
C -1.4691 -1.7470 -2.5961 -0.315 0.727 -0.918
C -0.4893 -2.0114 -0.2707 -1.504 1.341 -0.149
C 0.5289 -0.9956 0.2005 2.168 0.914 -1.099
H -3.6429 -0.8555 -1.3502 0.004 -0.003 -0.011
H -2.9893 -0.9147 0.4023 0.211 -0.541 -1.057
H -2.1668 -1.0956 -3.1282 -0.278 -0.840 -0.422
H -0.5070 -1.3892 -2.8737 1.107 -0.038 -0.402
H -1.5359 -2.8155 -2.6921 -0.130 -0.488 -1.168
H 0.1098 -2.6910 -0.7854 0.567 -1.685 -1.060
H -1.0116 -2.5186 0.5079 0.107 -0.327 1.030
H 1.3328 -0.7949 -0.6692 -1.972 0.001 1.837
H 0.1344 -0.0828 0.6202 -0.449 0.579 -0.570
H 1.1605 -1.2920 1.0449 -0.126 -0.832 -0.201
O -2.3527 -2.1791 2.9002 0.797 -3.264 -1.296
H -2.0690 -3.1472 2.6315 -1.007 2.923 0.537
H -1.9739 -2.1449 3.7713 0.199 0.348 0.768
O 3.2944 4.8856 2.4420 3.244 5.387 2.229
H 3.1858 4.2307 3.0250 -0.868 -3.966 2.948
H 2.9477 4.7411 1.6509 -2.275 -1.403 -5.221
O 3.9632 4.8965 -0.7409 -0.829 -0.239 -0.160
H 3.2809 5.1795 -1.3839 1.023 0.034 0.471
H 4.7628 5.4228 -0.8300 -0.296 0.186 -0.268
```
Positions in Å, forces in eV/Å.

HOMO: -8.97 eV
SMILES: C=C(C)CC.O.O.O
orbital gap: 9.64 eV
energy: -11584.898 eV
relative energy (zero: lowest compared OMol25 entry of this formula, charge and spin): 2.002 eV
LUMO energy: 0.6708 eV

=====

Entry 3:
Here is 3 unconnected molecules or ions with the total composition C5H16O3 in a non-equilibrium geometry from the OMol25 dataset. Energies are from ωB97M-V with the def2-TZVPD basis set.

The geometry in XYZ format:
```
24
Properties=species:S:1:pos:R:3:forces:R:3
C 1.3107 0.3760 -1.1228 0.864 0.675 -0.484
O 2.2737 0.3097 -0.1021 -0.244 -0.013 -0.470
C 0.3130 -0.7547 -0.7935 -0.783 -0.975 0.331
C -0.9287 -0.2899 -0.1366 -0.500 0.418 -0.027
C -1.7361 -1.4096 0.5257 0.119 -0.171 -0.467
C -1.7498 0.6554 -1.1238 0.305 -0.755 0.249
H 1.7836 0.2737 -2.0971 -0.061 -0.105 -0.016
H 0.8165 1.3528 -1.0883 -0.305 -0.056 0.125
H 3.1513 0.2217 -0.5145 0.060 -0.150 0.299
H 0.7229 -1.6001 -0.2214 0.234 0.120 0.157
H 0.1364 -1.2713 -1.7548 0.238 0.207 -0.367
H -0.6931 0.4175 0.6752 0.050 0.207 0.188
H -1.0821 -2.1167 1.0372 -0.069 -0.026 0.040
H -2.4528 -1.0053 1.2364 -0.029 0.019 -0.048
H -2.2771 -1.9593 -0.2599 0.098 0.064 0.221
H -1.6710 0.2714 -2.1396 -0.015 0.116 -0.028
H -1.4179 1.6837 -1.0693 -0.105 0.203 -0.068
H -2.7874 0.5577 -0.7984 0.042 0.247 0.075
H 1.4425 2.1663 0.8660 -0.086 0.092 0.558
H 0.3266 2.9026 1.7055 0.318 -0.152 -0.031
O 1.0082 3.0105 1.0296 -0.209 0.002 -0.430
H 1.7783 -1.0610 1.5884 -0.118 -0.387 0.549
H 0.4986 -1.0827 2.4127 0.095 -0.141 0.275
O 1.2336 -1.6486 2.1454 0.102 0.561 -0.632
```
Positions in Å, forces in eV/Å.

HOMO (spin up / spin down): -15.27 / -15.13 eV
spin multiplicity: 2
orbital gap (spin up / spin down): 11.92 / 5.01 eV
energy: -11576.296 eV
relative energy (zero: lowest compared OMol25 entry of this formula, charge and spin): 1.412 eV
expectation value of S²: 0.75
LUMO energy (spin up / spin down): -3.3511 / -10.1217 eV
net charge: +1

=====

Entry 4:
Here is a single C5H16OSSi2 molecule in a non-equilibrium geometry from the OMol25 dataset. Energies are from ωB97M-V with the def2-TZVPD basis set.

The geometry in XYZ format:
```
25
Properties=species:S:1:pos:R:3:forces:R:3
C 3.2862 0.0909 2.6008 2.910 -0.700 -2.087
S 2.1447 -1.2550 2.2006 -0.717 -0.591 -0.165
Si 1.1168 -0.9823 0.2869 -2.666 0.122 2.577
C -0.7659 -0.3451 0.7660 2.288 1.066 -0.511
C -1.6166 0.0665 -0.4196 -0.839 1.211 -1.546
C -1.7899 -1.0698 -1.4925 0.929 -0.143 0.543
C -3.0662 0.4777 0.0980 1.015 2.398 -3.369
O 1.7954 0.1731 -0.6000 0.649 -1.863 -0.132
Si 1.6214 1.2385 -1.7766 -0.591 1.527 -1.795
H 3.0334 1.0454 2.0679 0.188 -0.759 1.062
H 4.2898 -0.3285 2.0916 -1.937 1.420 1.190
H 3.5304 0.1156 3.6889 -0.774 0.305 -0.900
H 0.9300 -2.3919 -0.2397 0.433 0.734 -0.077
H -0.8111 0.4469 1.5635 0.627 -0.429 -0.825
H -1.2312 -1.1539 1.2594 -0.613 -1.382 0.454
H -1.2135 0.9890 -1.0479 -0.421 -1.681 1.620
H -2.0528 -2.0423 -0.9981 -0.105 0.850 -0.419
H -0.8492 -1.3009 -2.0930 -1.062 0.548 0.675
H -2.5796 -0.7182 -2.1637 0.145 -0.485 -0.119
H -3.6995 -0.3573 0.0184 -0.980 -1.071 0.295
H -3.5143 1.3228 -0.6104 0.823 -1.839 1.228
H -3.0645 0.9395 1.0490 0.120 0.116 1.186
H 2.9892 1.5381 -2.2467 -0.171 0.050 -0.126
H 0.5966 1.2772 -2.9475 0.953 -1.107 0.517
H 0.9205 2.2240 -1.0554 -0.206 1.703 0.725
```
Positions in Å, forces in eV/Å.

HOMO: -8.57 eV
SMILES: CS[Si@@H](CC(C)C)O[SiH3]
orbital gap: 9.11 eV
energy: -34083.321 eV
relative energy (zero: lowest compared OMol25 entry of this formula, charge and spin): 2.867 eV
LUMO energy: 0.5412 eV